2 unconnected molecules or ions with the total composition C2H2IN3 in a non-equilibrium geometry, computed with wB97M-V/def2-TZVPD.

For the total energy, the calculation gives -14673.0455 eV. Its spin multiplicity is 1. The calculation puts the LUMO energy (alpha / beta) at -0.014 / -0.014 Eh. The HOMO energy (alpha / beta) is -8.5 / -8.5 eV.

Geometry (Å):
C -0.20371 -2.40267 -0.40814
C -0.66503 0.99108 0.68534
N 0.60079 -2.09573 0.30804
N 0.25470 1.64826 0.35006
N 1.33585 2.23519 0.28106
I -2.59936 0.73344 0.16025
H -0.77390 -2.72643 -1.26789
H 2.05066 1.61685 -0.10872

For each atom in turn, the natural (NBO) charge in e is:
1 C 0.068
2 C -0.060
3 N -0.304
4 N -0.040
5 N -0.486
6 I 0.241
7 H 0.236
8 H 0.346

---

2 unconnected molecules or ions with the total composition C3H10NS in a non-equilibrium geometry, computed with wB97M-V/def2-TZVPD.

For the total energy, the calculation gives -15590.8526 eV. Its spin multiplicity is 1. The charge is +1. The calculation puts the LUMO energy at -0.167 Eh. The HOMO energy is -13.6 eV.

Geometry (Å):
C 0.92324 1.06643 -1.46809
C -0.32453 -1.96888 0.44234
C 0.81193 -0.09485 -0.60120
N -0.14611 -0.89149 -0.47429
S -0.82680 1.38140 1.86831
H 0.15940 0.95094 -2.26501
H 0.75473 1.90069 -0.78255
H 1.91777 1.19086 -1.92518
H 0.23830 -1.96115 1.42709
H -1.31752 -2.18384 0.66205
H -0.00264 -2.99103 0.01906
H 1.53503 -0.13429 0.19699
H -1.91466 1.79742 1.14143
H -1.01896 -0.54636 -0.92519
H -0.78919 2.48415 2.68425

For each atom in turn, the natural (NBO) charge in e is:
1 C -0.705
2 C -0.470
3 C 0.344
4 N -0.420
5 S -0.360
6 H 0.239
7 H 0.295
8 H 0.289
9 H 0.258
10 H 0.249
11 H 0.256
12 H 0.222
13 H 0.167
14 H 0.434
15 H 0.202

---

2 unconnected molecules or ions with the total composition C3H9NO2 in a non-equilibrium geometry, computed with wB97M-V/def2-TZVPD.

For the total energy, the calculation gives -8830.5325 eV. Its spin multiplicity is 2. The charge is +1. The calculation puts the LUMO energy (alpha / beta) at -0.151 / -0.362 Eh. The HOMO energy (alpha / beta) is -13.6 / -13.6 eV.

Geometry (Å):
C -2.65604 0.40232 0.21409
C -2.16242 -0.30327 -1.03008
O -0.98404 -0.91783 -0.75396
O -2.60795 -0.45413 -2.14070
H -3.28435 -0.27498 0.64897
H -3.18445 1.31569 -0.14385
H -1.92139 0.44273 1.07960
C 2.27817 0.28639 -0.13542
N 2.80473 -0.45571 1.00420
H 2.89507 0.00537 1.76415
H -0.25004 -0.20172 -0.52106
H 2.56726 -1.35347 1.17309
H 2.69639 -0.13385 -1.03611
H 2.69574 1.37296 0.03498
H 1.11334 0.26949 -0.15789

For each atom in turn, the natural (NBO) charge in e is:
1 C -0.746
2 C 0.780
3 O -0.701
4 O -0.489
5 H 0.260
6 H 0.262
7 H 0.223
8 C -0.478
9 N -0.147
10 H 0.373
11 H 0.431
12 H 0.396
13 H 0.294
14 H 0.275
15 H 0.267

---

2 unconnected molecules or ions with the total composition C2H9NS in a non-equilibrium geometry, computed with wB97M-V/def2-TZVPD.

For the total energy, the calculation gives -14542.8988 eV. Its spin multiplicity is 2. The charge is -1. The calculation puts the LUMO energy (alpha / beta) at 0.139 / 0.138 Eh. The HOMO energy (alpha / beta) is 1.3 / -4.9 eV.

Geometry (Å):
S -2.89594 -0.14014 -0.63460
H -3.12576 -0.31636 -1.91706
C 0.62881 0.27432 1.50364
N 0.21337 -0.33454 0.28488
C 1.03512 -0.09016 -0.95309
H 1.72283 0.01480 1.80486
H 0.10606 -0.03479 2.45995
H 0.56567 1.41846 1.52280
H 0.11548 -1.37199 0.40551
H -1.95129 0.79234 -0.66847
H 2.13614 -0.21971 -0.76535
H 0.60840 -0.88954 -1.64420
H 0.84109 0.89730 -1.39889

For each atom in turn, the natural (NBO) charge in e is:
1 S -0.738
2 H 0.015
3 C -0.455
4 N -0.652
5 C -0.645
6 H 0.127
7 H 0.188
8 H 0.182
9 H 0.353
10 H 0.100
11 H 0.150
12 H 0.195
13 H 0.181

---

2 unconnected molecules or ions with the total composition C13H27BBrN8O3 in a non-equilibrium geometry, computed with wB97M-V/def2-TZVPD.

For the total energy, the calculation gives -102696.0509 eV. Its spin multiplicity is 1. The charge is +1. The calculation puts the LUMO energy at -0.158 Eh. The HOMO energy is -11.1 eV.

Geometry (Å):
C -4.69929 -1.33453 -0.27066
C -3.21022 -1.27866 -0.76941
N -2.25273 -0.90700 0.29257
C -0.87697 -0.77624 -0.20210
C 0.08272 -1.68092 0.69592
C 1.20807 -0.82990 1.35234
N 1.92260 -0.13825 0.48029
N 2.89066 0.52858 1.10124
B 3.77000 1.36223 0.14807
O 5.00489 0.87441 -0.26329
N 3.33376 2.65962 -0.36169
C 2.37633 2.53019 -1.48911
C 2.79371 3.52794 0.70905
C 3.18482 0.56598 2.38291
N 4.30867 1.32822 2.78022
C 2.39982 -0.13853 3.38724
N 2.69902 -0.07838 4.77064
C 1.33251 -0.89202 2.79428
Br 0.21402 -1.88882 3.98626
C -2.68965 0.22377 1.08088
C -2.49127 1.71369 0.69439
O -3.26333 -0.00902 2.10868
H -5.27504 -1.90828 -1.02527
H -5.13577 -0.31677 -0.15605
H -4.77655 -1.89816 0.68354
H -2.97400 -2.31956 -1.08534
H -3.15974 -0.65519 -1.68536
H -0.84551 -1.23956 -1.21527
H -0.50887 0.26511 -0.30359
H -0.57401 -2.16682 1.43702
H 0.56862 -2.46523 0.08086
H 5.71961 1.43748 0.07636
H 2.20805 3.53540 -1.93413
H 2.71923 1.81179 -2.25766
H 1.38684 2.20038 -1.08309
H 2.16963 2.97340 1.45774
H 3.61999 4.01693 1.26478
H 2.12783 4.31003 0.27985
H 5.18252 0.85209 2.54756
H 4.31159 1.49518 3.78258
H 2.56387 0.85696 5.15308
H 3.65617 -0.39253 4.92776
H -2.61426 2.30365 1.62819
H -1.47975 1.95470 0.30797
H -3.25726 2.01178 -0.05041
C -2.75443 -2.48352 -4.38567
O -2.27331 -1.84905 -3.45685
N -2.85363 -3.84132 -4.37082
N -3.23086 -1.88486 -5.51070
H -3.24443 -4.38025 -5.12072
H -2.51172 -4.31746 -3.55571
H -3.17387 -0.88333 -5.55638
H -3.62907 -2.38532 -6.28298

For each atom in turn, the natural (NBO) charge in e is:
1 C -0.629
2 C -0.211
3 N -0.527
4 C -0.213
5 C -0.467
6 C 0.195
7 N -0.159
8 N -0.374
9 B 1.317
10 O -0.908
11 N -0.754
12 C -0.409
13 C -0.420
14 C 0.399
15 N -0.823
16 C 0.131
17 N -0.827
18 C -0.050
19 Br 0.222
20 C 0.711
21 C -0.737
22 O -0.525
23 H 0.221
24 H 0.205
25 H 0.226
26 H 0.207
27 H 0.202
28 H 0.244
29 H 0.190
30 H 0.260
31 H 0.246
32 H 0.524
33 H 0.220
34 H 0.226
35 H 0.174
36 H 0.161
37 H 0.217
38 H 0.223
39 H 0.410
40 H 0.402
41 H 0.398
42 H 0.393
43 H 0.246
44 H 0.208
45 H 0.249
46 C 0.779
47 O -0.696
48 N -0.842
49 N -0.840
50 H 0.394
51 H 0.407
52 H 0.409
53 H 0.394

---

A single C20H28N4S molecule, computed with wB97M-V/def2-TZVPD.

For the total energy, the calculation gives -37990.8982 eV. Its spin multiplicity is 1. The calculation puts the LUMO energy at 0.025 Eh. The HOMO energy is -8.3 eV.

Geometry (Å):
C 2.99795 2.71158 -0.25412
H 3.48288 2.90096 0.70079
H 1.92212 2.71758 -0.09906
H 3.24655 3.52272 -0.93413
C 3.45482 1.37681 -0.84420
C 3.19680 0.21919 0.08287
C 3.89511 0.14047 1.28186
C 3.70828 -0.92026 2.14669
C 2.82639 -1.93235 1.81501
C 2.11371 -1.89170 0.62541
C 2.29368 -0.80153 -0.23173
N 1.56536 -0.75301 -1.45098
C 0.54204 0.09006 -1.72773
N 0.08699 0.83445 -0.70340
H 0.55598 0.72146 0.18360
C -0.90906 1.86476 -0.81893
H -1.25038 1.85848 -1.85635
H -0.45585 2.84524 -0.62309
C -2.11791 1.69788 0.14086
N -1.88762 2.15899 1.50059
C -1.92277 3.59372 1.66179
H -1.94143 3.82036 2.72767
H -2.83103 3.98916 1.21045
H -1.05598 4.11101 1.22025
C -0.75662 1.57379 2.18542
H -0.87706 1.74299 3.25680
H -0.73587 0.49935 2.01356
H 0.20993 2.01432 1.88903
C -2.68205 0.29245 0.13700
C -3.21330 -0.27282 1.29437
N -3.74659 -1.47914 1.34983
C -3.79743 -2.19419 0.23881
C -3.33016 -1.72640 -0.97828
C -2.76678 -0.46169 -1.02901
H -2.40060 -0.08130 -1.97004
H -3.40295 -2.32953 -1.86988
H -4.24122 -3.17679 0.33387
H -3.21558 0.28378 2.22082
H -2.90650 2.34935 -0.26136
S -0.08463 0.13733 -3.25975
H 1.82528 -1.38230 -2.19613
C 1.13300 -2.98254 0.30065
H 1.10479 -3.16530 -0.77473
H 1.44569 -3.90426 0.79451
C -0.27052 -2.60685 0.77932
H -0.26863 -2.39873 1.84727
H -0.96682 -3.41948 0.58971
H -0.63067 -1.72534 0.25497
H 2.68788 -2.76927 2.48338
H 4.25935 -0.96523 3.07390
H 4.60551 0.91585 1.52788
H 4.53012 1.43001 -1.03411
H 2.95576 1.21726 -1.80053

For each atom in turn, the natural (NBO) charge in e is:
1 C -0.590
2 H 0.203
3 H 0.196
4 H 0.216
5 C -0.435
6 C -0.018
7 C -0.218
8 C -0.189
9 C -0.213
10 C -0.017
11 C 0.154
12 N -0.644
13 C 0.315
14 N -0.633
15 H 0.415
16 C -0.258
17 H 0.255
18 H 0.199
19 C -0.058
20 N -0.448
21 C -0.402
22 H 0.203
23 H 0.203
24 H 0.160
25 C -0.429
26 H 0.210
27 H 0.212
28 H 0.159
29 C -0.078
30 C 0.030
31 N -0.420
32 C 0.026
33 C -0.254
34 C -0.176
35 H 0.239
36 H 0.221
37 H 0.190
38 H 0.206
39 H 0.218
40 S -0.293
41 H 0.424
42 C -0.422
43 H 0.211
44 H 0.211
45 C -0.599
46 H 0.205
47 H 0.216
48 H 0.215
49 H 0.213
50 H 0.216
51 H 0.211
52 H 0.217
53 H 0.226

---

2 unconnected molecules or ions with the total composition C6H13O4 in a non-equilibrium geometry, computed with wB97M-V/def2-TZVPD.

For the total energy, the calculation gives -14619.3869 eV. Its spin multiplicity is 2. The calculation puts the LUMO energy (alpha / beta) at 0.025 / -0.008 Eh. The HOMO energy (alpha / beta) is -8.3 / -10.1 eV.

Geometry (Å):
C 3.71124 -1.69969 0.68785
O 3.28843 -0.37173 0.46674
C 1.91367 -0.28115 0.27002
C 1.46035 1.13424 0.08576
O 2.08927 2.13417 0.06148
H 4.79717 -1.67900 0.83200
H 3.23204 -2.12170 1.58683
H 3.47063 -2.34131 -0.17663
H 1.32857 -0.68550 1.11711
H 1.57316 -0.84060 -0.62249
H -1.30893 1.42210 -0.23040
O -2.27840 1.60803 -0.42132
C -3.11881 0.84773 0.41366
C -3.21855 -0.60544 0.00146
O -1.99292 -1.23882 0.26792
C -1.96488 -2.59702 -0.08516
H -4.12133 1.29766 0.36139
H -2.78470 0.90834 1.46371
H -3.46253 -0.67461 -1.07558
H -4.03515 -1.09226 0.56794
H -0.97099 -2.98848 0.17107
H -2.73191 -3.16772 0.46638
H -2.13665 -2.73342 -1.16777

For each atom in turn, the natural (NBO) charge in e is:
1 C -0.250
2 O -0.523
3 C -0.214
4 C 0.478
5 O -0.437
6 H 0.204
7 H 0.168
8 H 0.168
9 H 0.208
10 H 0.206
11 H 0.478
12 O -0.727
13 C -0.076
14 C -0.089
15 O -0.552
16 C -0.244
17 H 0.181
18 H 0.167
19 H 0.171
20 H 0.163
21 H 0.188
22 H 0.167
23 H 0.167

---

2 unconnected molecules or ions with the total composition C3H8NO in a non-equilibrium geometry, computed with wB97M-V/def2-TZVPD.

For the total energy, the calculation gives -6775.3491 eV. Its spin multiplicity is 2. The calculation puts the LUMO energy (alpha / beta) at 0.036 / -0.047 Eh. The HOMO energy (alpha / beta) is -9.4 / -10.0 eV.

Geometry (Å):
C -1.55250 1.17807 -0.74236
O -1.85864 1.07234 0.65509
H -2.40104 1.58198 -1.28070
H -1.22129 0.18355 -1.03343
H -0.75742 1.91229 -0.91509
C 1.60250 0.26064 0.31561
C 1.58002 -1.14146 0.22286
N 0.63948 -1.74304 -0.44678
H 0.80049 0.66478 -0.29406
H 2.02405 0.89369 1.08224
H 2.41754 -1.75903 0.56475
H 0.90645 -2.67660 -0.74001
H -1.04193 0.80816 1.08435

For each atom in turn, the natural (NBO) charge in e is:
1 C -0.263
2 O -0.724
3 H 0.186
4 H 0.193
5 H 0.150
6 C -0.300
7 C -0.024
8 N -0.567
9 H 0.188
10 H 0.199
11 H 0.167
12 H 0.335
13 H 0.459

---

A molecular structure, H2LiO in a non-equilibrium geometry, computed with wB97M-V/def2-TZVPD.

For the total energy, the calculation gives -2277.7715 eV. Its spin multiplicity is 1. The charge is +1. The calculation puts the LUMO energy at -0.225 Eh. The HOMO energy is -14.4 eV.

Geometry (Å):
O 1.46607 0.32281 0.03792
H 1.15399 0.11941 0.94867
H 0.81927 0.98039 -0.30484
Li -3.43934 -1.42261 -0.68174

For each atom in turn, the natural (NBO) charge in e is:
1 O -0.931
2 H 0.468
3 H 0.463
4 Li 1.000

---

A single H3NO molecule in a non-equilibrium geometry, computed with wB97M-V/def2-TZVPD.

For the total energy, the calculation gives -3584.1999 eV. Its spin multiplicity is 1. The calculation puts the LUMO energy at 0.035 Eh. The HOMO energy is -10.0 eV.

Geometry (Å):
H 1.28164 0.38121 0.41288
H -0.84744 -0.68396 0.48322
H -0.84507 0.76046 -0.28670
N -0.52211 -0.21829 -0.30935
O 0.93298 -0.23942 -0.30004

For each atom in turn, the natural (NBO) charge in e is:
1 H 0.444
2 H 0.327
3 H 0.327
4 N -0.514
5 O -0.585

---

2 unconnected molecules or ions with the total composition C2HCl4NO in a non-equilibrium geometry, computed with wB97M-V/def2-TZVPD.

For the total energy, the calculation gives -55714.1204 eV. Its spin multiplicity is 1. The calculation puts the LUMO energy (alpha / beta) at -0.028 / -0.028 Eh. The HOMO energy (alpha / beta) is -9.0 / -9.0 eV.

Geometry (Å):
C -0.28381 -0.67756 0.27641
C -1.04604 0.28318 1.18847
N 0.33456 1.48247 2.16801
O 0.10606 2.56056 1.89602
Cl -1.23934 -1.95179 -0.43517
Cl 0.90058 -1.49473 1.32473
Cl -2.03339 1.41816 0.35295
Cl -1.80910 -0.49005 2.50505
H 0.23888 -0.15182 -0.40381

For each atom in turn, the natural (NBO) charge in e is:
1 C -0.266
2 C -0.199
3 N 0.304
4 O -0.158
5 Cl 0.015
6 Cl -0.013
7 Cl 0.048
8 Cl 0.049
9 H 0.220

---

A single C2H7N molecule in a non-equilibrium geometry, computed with wB97M-V/def2-TZVPD.

For the total energy, the calculation gives -3676.8216 eV. Its spin multiplicity is 1. The calculation puts the LUMO energy at 0.046 Eh. The HOMO energy is -8.7 eV.

Geometry (Å):
C 0.78258 0.94061 -0.13635
N -0.47544 0.20849 -0.27591
C -0.38944 -1.07941 0.42703
H 1.13752 0.76883 0.89054
H 1.60056 0.72748 -0.84351
H 0.52103 2.00242 -0.17743
H -0.86990 0.08848 -1.19265
H -0.88579 -1.15350 1.38962
H 0.60645 -1.52380 0.48794
H -0.99967 -1.81289 -0.14394

For each atom in turn, the natural (NBO) charge in e is:
1 C -0.416
2 N -0.640
3 C -0.424
4 H 0.195
5 H 0.172
6 H 0.195
7 H 0.364
8 H 0.188
9 H 0.176
10 H 0.189